The following is a quantum chemistry calculation of a molecular structure, C29H52F15O22P3, from OMol25.

Computed properties:
DFT total energy in eV: -144594.887
M in g/mol: 1130.6

```
! wB97M-V def2-TZVPD RIJCOSX def2/J DEFGRID3
* xyz 0 1
C 15.24464 18.27988 6.90465
C 16.56406 18.58186 6.21959
O 17.51425 18.80506 7.27848
C 18.44654 17.83395 7.62892
O 18.65874 16.73995 7.03894
C 19.30510 18.18010 8.87510
F 19.10202 19.43274 9.27488
F 18.94852 17.33422 9.77907
F 20.58838 17.99925 8.52899
H 14.79110 19.13840 7.39999
H 15.37204 17.53311 7.68837
H 14.51046 17.91335 6.18719
H 16.62788 19.49096 5.62163
H 16.90920 17.73299 5.62935
C 15.37446 21.71847 8.98345
C 15.63440 22.45622 7.64980
O 16.32331 23.69206 7.88564
C 15.82274 24.84335 8.40508
O 14.68212 24.89281 8.94034
C 16.71464 26.10536 8.43257
F 17.39654 26.19871 9.58058
F 17.58994 26.05908 7.46827
F 15.88600 27.13176 8.24764
H 14.91606 20.73833 8.85200
H 14.69254 22.27266 9.62838
H 16.26196 21.39364 9.52653
H 14.75064 22.59562 7.02720
H 16.37210 21.78436 7.21107
C 12.74120 23.07288 16.05231
C 11.48548 22.65407 15.28362
O 11.73030 21.52285 14.42629
C 12.08278 21.81157 13.16774
O 12.27796 22.97133 12.77767
C 12.40432 20.57795 12.28700
F 13.47576 20.89895 11.49946
F 12.73976 19.50679 12.97702
F 11.35868 20.24042 11.46319
H 12.39390 23.92130 16.64194
H 13.46914 23.33097 15.28316
H 13.13046 22.30808 16.72436
H 11.13180 23.58246 14.83517
H 10.75456 22.41209 16.05518
C 7.54832 9.70683 9.21862
C 8.56666 10.47817 10.08291
O 9.37176 11.12169 9.17859
C 10.19900 12.17281 9.56753
O 10.23994 12.62277 10.72001
C 11.00832 12.83661 8.39174
F 10.57754 14.05886 8.11393
F 12.33518 12.84995 8.70401
F 10.81976 12.13403 7.30059
H 8.09924 9.04392 8.55143
H 7.08368 10.43142 8.54991
H 6.86280 9.11131 9.82154
H 9.16060 9.78245 10.67561
H 8.06194 11.14586 10.78116
C 16.07830 17.33689 11.60086
C 14.93124 18.25291 11.59751
O 13.85018 17.58724 10.89304
C 12.93186 16.87055 11.57274
O 12.87168 16.71686 12.80975
C 11.83764 16.34777 10.63380
F 12.44658 15.60063 9.68997
F 10.91168 15.59912 11.32709
F 11.28604 17.43707 10.05915
H 15.88248 16.30449 11.89054
H 16.80352 17.81585 12.25871
H 16.44680 17.24791 10.57890
H 15.25208 19.15180 11.07106
H 14.72854 18.56059 12.62335
C 14.31320 13.46185 10.94636
O 14.75148 14.25607 9.81533
P 16.00962 13.82221 8.90151
O 16.07096 12.37770 8.53737
O 15.93048 14.82101 7.64205
C 14.88866 14.58376 6.83723
O 17.26646 14.41200 9.81897
C 17.63736 13.64063 10.88797
H 14.47910 14.04846 11.84995
H 14.89572 12.54344 10.87354
H 13.24492 13.24671 10.97037
H 14.08836 15.29442 7.04354
H 14.43258 13.59940 6.94273
H 15.21344 14.75766 5.81137
H 17.25311 12.62069 10.87494
H 17.35226 14.06065 11.85255
H 18.72198 13.55756 10.95702
C 9.80274 16.79274 14.32625
O 10.56450 16.29236 15.39071
P 10.99758 14.72787 15.47853
O 9.92404 13.79635 15.97185
O 11.74324 14.31715 14.07301
C 12.38200 13.00306 13.94189
O 12.27610 14.81424 16.48940
C 13.56330 15.25469 16.05853
H 9.37910 16.11453 13.58554
H 10.27154 17.66530 13.87130
H 9.00338 17.34373 14.82176
H 12.14692 12.23826 14.68210
H 13.46956 13.07426 13.92599
H 12.11472 12.57094 12.97757
H 14.01844 15.82979 16.86489
H 13.51510 15.90031 15.18164
H 14.30844 14.49468 15.82346
C 18.79299 21.67829 14.74789
O 17.55192 22.27995 14.41331
P 16.46342 21.49920 13.40216
O 17.08376 21.13894 12.11358
O 15.88740 20.25823 14.25581
C 15.29368 20.48854 15.53083
O 15.22142 22.52216 13.27295
C 15.46916 23.72901 12.53713
H 18.98890 21.79363 15.81392
H 19.57565 22.10990 14.12399
H 18.72658 20.62827 14.46303
H 14.43392 19.83517 15.67927
H 15.09010 21.48994 15.91011
H 16.07743 20.16572 16.21612
H 16.53290 23.84837 12.33145
H 14.95052 24.56395 13.00829
H 14.87672 23.65355 11.62531
*
```



The following is a quantum chemistry calculation of a molecular structure, C29H52InN12O, from OMol25.

Computed properties:
Energy above the lowest of the compared OMol25 structures with the same formula, charge and spin in eV: 11.398
DFT total energy in eV: -56003.647
M in g/mol: 699.6

```
! wB97M-V def2-TZVPD RIJCOSX def2/J DEFGRID3
* xyz -1 1
C 2.24015 0.82664 1.73067
C 2.59247 0.41650 0.18328
C 2.03132 -1.12832 -0.12447
C 0.44539 -0.95303 -0.51356
In -0.92257 -2.54120 0.38814
C -3.06512 -1.73566 0.08074
C -3.00884 -0.06883 -0.02997
O -4.20178 0.46170 -0.76972
C -2.94859 0.47097 1.53460
N -2.68074 1.95846 1.66277
H 2.97403 1.65776 2.15572
H 2.23062 -0.13030 2.43704
H 1.15871 1.32690 1.70933
H 1.94571 1.11315 -0.53477
H 3.70828 0.56932 -0.13345
H 2.24571 -1.85909 0.76476
H 2.60306 -1.45900 -1.11780
H 0.23397 -0.93447 -1.67064
H 0.08925 0.08075 -0.03500
H -0.57735 -2.83869 2.12631
H -0.86275 -4.10099 -0.51896
H -3.76090 -2.01433 0.98162
H -3.40518 -2.20087 -0.95245
H -2.06478 0.31326 -0.62178
H -3.81956 1.27618 -1.25436
H -2.09674 -0.13746 2.09155
H -4.00094 0.27456 2.02801
H -1.67742 2.19272 1.44546
H -3.34062 2.53072 1.06459
C -5.43087 1.59868 4.74137
C -5.06088 0.13511 4.91843
N -4.75405 -1.07902 5.06535
H -6.45217 1.77020 5.09239
H -4.74633 2.22844 5.31619
H -5.36639 1.87434 3.68512
C 5.69968 1.30570 -2.97051
C 4.69136 2.33859 -2.49438
N 3.85496 3.19552 -2.09945
H 6.59977 1.80550 -3.33893
H 5.97301 0.64324 -2.14465
H 5.26817 0.70829 -3.77842
C 3.71874 3.53052 -6.24665
C 4.08873 2.06695 -6.06959
N 4.39556 0.85282 -5.92267
H 2.69744 3.70204 -5.89563
H 4.40328 4.16028 -5.67183
H 3.78322 3.80619 -7.30290
C 4.76966 -3.28856 3.41500
C 4.70701 -2.95364 1.93372
N 4.65511 -2.67571 0.70493
H 5.31358 -2.50625 3.95149
H 3.75812 -3.36306 3.82346
H 5.28347 -4.24291 3.56000
C 7.28718 -1.64779 -5.82428
C 7.74761 -1.00260 -4.52735
N 8.12955 -0.46729 -3.45151
H 7.11826 -0.87929 -6.58360
H 8.04922 -2.34380 -6.18548
H 6.35514 -2.19503 -5.65804
C -4.41498 -6.12421 1.43113
C -3.08867 -6.27513 0.70420
N -1.98847 -6.40042 0.10111
H -5.08927 -6.93763 1.14941
H -4.25314 -6.15411 2.51211
H -4.87851 -5.16973 1.16670
C -1.11282 0.71490 4.36180
C -0.65239 1.36008 5.65873
N -0.27045 1.89540 6.73456
H -1.28174 1.48339 3.60247
H -0.35078 0.01889 4.00060
H -2.04486 0.16766 4.52803
C -2.49863 0.29817 -4.62239
C -2.36549 1.21731 -3.41916
N -2.25497 1.97985 -2.42108
H -1.78071 0.58828 -5.39447
H -2.30338 -0.73580 -4.32508
H -3.50987 0.36575 -5.03304
C -1.48744 5.43782 -2.66939
C -1.67302 6.32157 -3.89203
N -1.82686 7.05473 -4.90626
H -0.50892 5.62536 -2.21881
H -2.26594 5.65288 -1.93232
H -1.55086 4.38482 -2.95746
C -6.88309 -5.14871 -1.83896
C -7.08103 -5.77795 -0.46959
N -7.24517 -6.29986 0.66642
H -6.18446 -4.31062 -1.76674
H -6.47983 -5.88946 -2.53485
H -7.83945 -4.78295 -2.22291
C 2.29774 4.21848 7.23003
C 3.62405 4.06755 6.50309
N 4.72425 3.94226 5.90000
H 1.62346 3.40506 6.94830
H 2.45958 4.18857 8.31100
H 1.83421 5.17295 6.96559
*
```



The following is a quantum chemistry calculation of 5 unconnected molecules or ions with the total composition C29H53Cl2F3N8O15PS2, from OMol25.

Computed properties:
DFT total energy in eV: -137691.660
M in g/mol: 976.8

```
! wB97M-V def2-TZVPD RIJCOSX def2/J DEFGRID3
* xyz 1 1
C -1.04899 -1.03236 3.85751
C -1.09773 -0.41154 2.82467
C -1.12933 0.21817 1.49489
C -0.31723 -0.17351 0.23319
P -0.54701 1.58070 -0.67167
C -2.24668 2.34074 -0.40161
O -0.58774 1.41682 -2.34531
C -0.88302 -1.45202 -0.47978
C -2.26538 -1.53432 -1.15464
C -3.21184 -0.34860 -1.29794
C -4.58914 -0.92718 -1.78350
C -5.41709 -1.50812 -0.62398
S -5.82994 -0.34105 0.67595
O -4.70515 -0.32412 1.56816
O -6.98631 -0.76273 1.37349
O -5.97181 1.14230 0.08591
C -0.83100 -2.84832 0.23576
N -1.68707 -2.97577 1.42897
C -2.59805 -4.14294 1.34705
C 0.31905 -1.66970 -1.55715
C 0.22340 -2.84344 -2.50184
Cl 0.61033 -4.52111 -2.07995
C -0.26046 -2.70257 -3.73705
C -0.79625 -1.43856 -4.35740
Cl -0.41587 -4.05951 -4.82956
N 1.65498 -1.12736 -1.06228
C 2.32956 -0.43440 -2.20508
C 2.04031 -0.34943 -3.53570
S 2.89929 -2.45227 -0.87181
O 2.50415 -3.54552 -0.05751
O 3.16969 -2.95462 -2.17491
C 4.61034 -1.92102 -0.34624
F 5.50884 -2.31701 -1.19908
F 4.86659 -2.58398 0.76221
F 4.81719 -0.63762 -0.11059
C 1.34981 -0.28544 0.20704
N 2.06702 -0.99420 1.23537
C 1.58768 -1.72159 2.38116
C 2.67613 -2.65442 2.98567
N 1.81998 1.09332 0.35914
C 1.95556 1.54122 1.77130
C 2.93752 1.71108 -0.29396
C 2.70048 2.53945 -1.57429
O 4.04561 1.79751 0.15737
H -1.11298 -1.55339 4.78252
H -0.91332 1.27698 1.72966
H -2.18881 0.22078 1.21850
H -2.65479 2.22985 0.60251
H -2.95478 2.12071 -1.20185
H -2.03176 3.41104 -0.51429
H -1.27509 0.80565 -2.64784
H -2.15949 -1.91914 -2.17701
H -2.86166 -2.31672 -0.68470
H -2.96634 0.37490 -2.08484
H -3.47707 0.22114 -0.40743
H -5.17169 -0.18224 -2.33717
H -4.39765 -1.75293 -2.47992
H -4.96634 -2.40215 -0.19328
H -6.37154 -1.84685 -1.04606
H -5.65270 1.19419 -0.82820
H -1.22313 -3.60279 -0.45270
H 0.18532 -3.18738 0.47496
H -1.08589 -3.21638 2.20673
H -3.14541 -4.17452 0.40284
H -2.03511 -5.07639 1.49292
H -3.30474 -4.06791 2.17857
H -0.04130 -0.87843 -2.22154
H -0.38951 -0.49011 -4.00271
H -0.71283 -1.47643 -5.44067
H -1.88019 -1.41160 -4.16593
H 3.30894 -0.00677 -1.95902
H 1.83430 0.64841 -3.93557
H 2.07911 -1.16942 -4.25380
H 3.02829 -0.71832 1.37734
H 0.68530 -2.32119 2.32416
H 1.40484 -1.02068 3.20687
H 2.68980 -3.63932 2.52102
H 3.63978 -2.13572 2.96226
H 2.43461 -2.80220 4.04230
H 1.15993 1.20331 2.43868
H 2.87604 1.18302 2.23859
H 1.94333 2.63173 1.76477
H 3.54875 3.18068 -1.79405
H 1.86131 3.20769 -1.32551
H 2.36763 1.94995 -2.43018
C 5.48456 5.34387 2.65626
N 4.19679 4.81401 2.13328
O 3.89307 5.08016 0.98996
O 3.52620 4.14148 2.89319
H 5.96684 5.91798 1.87583
H 5.25860 5.97070 3.51294
H 6.09210 4.48989 2.94392
C 2.98785 9.19935 2.74129
N 4.28817 8.47578 2.75678
O 4.75752 8.13730 1.69033
O 4.79040 8.27424 3.84385
H 2.66428 9.30564 1.71229
H 2.27881 8.60833 3.31393
H 3.14940 10.16996 3.20111
C -3.97478 -0.20142 7.45699
N -2.64578 -0.86241 7.34780
O -2.57640 -2.04021 7.62705
O -1.71697 -0.17145 6.98161
H -4.69930 -0.93526 7.79048
H -3.87911 0.60639 8.17667
H -4.23112 0.17942 6.47232
C -0.94243 -3.67104 -9.04797
N -1.70577 -2.59254 -8.36235
O -1.15230 -1.99750 -7.45426
O -2.82744 -2.37989 -8.75404
H 0.03799 -3.74547 -8.59140
H -1.50090 -4.59438 -8.92429
H -0.86393 -3.39885 -10.09644
*
```



The following is a quantum chemistry calculation of a molecular structure, C29H53N6OPb, from OMol25.

Computed properties:
Energy above the lowest of the compared OMol25 structures with the same formula, charge and spin in eV: 0.000
DFT total energy in eV: -47160.299
M in g/mol: 709.0

```
! wB97M-V def2-TZVPD RIJCOSX def2/J DEFGRID3
* xyz 1 1
Pb 21.93588 12.54065 -30.87855
C 25.95896 9.59349 -31.35968
C 25.14030 10.74636 -31.97703
C 25.53949 10.73446 -33.46884
C 24.94440 9.63569 -34.34499
C 23.42608 9.67326 -34.14826
C 22.90868 9.67786 -32.69015
N 23.70462 10.56402 -31.84008
O 23.34729 10.61829 -30.46192
C 23.04738 8.19769 -32.18962
C 21.43858 10.05160 -32.73847
C 25.54693 12.16338 -31.59420
H 27.01857 9.76362 -31.52475
H 25.53222 8.64077 -31.66122
H 25.72669 9.56853 -30.28826
H 26.62563 10.69320 -33.60338
H 25.28919 11.66509 -33.99761
H 25.24839 8.66963 -33.93961
H 25.17207 9.86924 -35.38096
H 22.92621 8.84091 -34.66412
H 22.92557 10.43090 -34.77282
H 23.46469 8.15357 -31.18459
H 23.66212 7.57505 -32.83786
H 22.04108 7.77549 -32.13991
H 20.96953 9.64895 -33.63816
H 21.20684 11.12081 -32.79854
H 20.91384 9.70563 -31.84788
H 24.92202 12.88002 -32.14090
H 26.58615 12.32142 -31.88110
H 25.29767 12.46903 -30.57335
C 18.84963 7.95658 -27.66406
C 18.58110 9.38642 -27.10076
C 18.08075 10.28079 -28.23213
C 19.09305 10.63162 -29.23503
N 19.89959 10.91168 -30.00268
H 19.89709 7.67231 -27.55952
H 18.65767 7.94261 -28.73896
H 18.27066 7.16213 -27.19979
H 19.46556 9.69276 -26.55437
H 17.71216 9.22338 -26.46471
H 17.68822 11.27337 -27.98305
H 17.25086 9.77130 -28.72421
C 16.46372 15.29321 -32.89981
C 16.26146 14.10823 -31.95770
C 17.05821 12.83293 -32.33964
C 18.49112 13.08371 -32.21240
N 19.62301 13.27552 -32.16223
H 16.02198 15.17749 -33.89184
H 17.53131 15.46666 -33.04223
H 15.94935 16.16259 -32.49270
H 15.20353 13.84993 -31.94683
H 16.61121 14.37386 -30.95947
H 16.80005 12.57716 -33.36639
H 16.81323 12.03203 -31.64280
C 21.45868 16.14100 -35.01659
C 22.34904 15.59309 -36.11746
C 22.78206 14.12503 -35.88127
C 22.66323 13.63009 -34.52131
N 22.53895 13.20738 -33.46235
H 21.09427 17.13330 -35.27673
H 22.07812 16.28014 -34.12352
H 20.66298 15.48805 -34.65560
H 23.29525 16.14054 -36.08710
H 21.96337 15.75908 -37.12047
H 23.82151 13.92862 -36.14791
H 22.09744 13.47906 -36.44020
C 26.93193 15.39753 -30.44702
C 26.46649 16.66988 -31.19213
C 25.37309 16.34834 -32.19407
C 24.22424 15.61196 -31.64323
N 23.30142 15.07467 -31.22871
H 26.63575 14.47257 -30.94366
H 26.43471 15.29649 -29.48147
H 28.01507 15.41785 -30.36361
H 27.37184 17.06685 -31.64483
H 26.10583 17.39185 -30.46069
H 25.71683 15.79524 -33.07290
H 24.88809 17.21579 -32.65819
C 26.30758 13.71120 -26.55953
C 26.07698 12.25803 -26.96433
C 24.57325 11.92221 -27.06609
C 23.90688 12.72172 -28.08960
N 23.39160 13.37006 -28.88231
H 25.73553 14.04507 -25.69341
H 25.94300 14.32878 -27.38798
H 27.35598 13.98865 -26.47625
H 26.47080 11.52478 -26.26290
H 26.52251 12.13872 -27.95291
H 24.14470 12.33050 -26.14227
H 24.33134 10.86841 -27.16802
*
```



Number 1: HOMO level -10.234 eV. Number 2: HOMO level -4.399 eV. Number 3: HOMO level -10.633 eV. Number 4: HOMO level -8.673 eV.